30
Properties=species:S:1:pos:R:3:lowdin_charge:R:1 method="wB97M-V/def2-TZVPD" smiles="CC1(C)[C@H]2CC=[N+]([O-])[C@]1(C)[C@@H](O)C2" e_lumo_ev=0.75 charge=0 e_homo_ev=-8.3 e_above_lowest_kj_mol=513.24 gap_ha=0.334
H 0.3276 -2.4012 0.2723 0.12
H -0.3241 -1.9807 2.4767 0.07
C -1.5965 -1.2279 -0.1217 -0.02
C 0.7261 -0.5879 -1.8373 -0.03
C 0.1411 -1.2612 1.9368 -0.10
O -2.0901 0.5580 -1.5938 -0.03
C -0.1771 0.8651 -0.0219 -0.24
C -0.1374 -1.4691 0.4269 -0.23
H -0.1854 -0.6208 -2.2984 0.03
H 2.4155 0.6568 0.8519 0.14
C 0.0137 2.1940 -0.7881 0.03
H 1.0764 -1.6251 -1.8553 0.10
H 1.3613 0.1248 -2.4878 0.12
H -0.3503 2.8605 -0.1125 0.03
C 2.2079 -0.2387 0.1186 0.00
H -1.5841 -1.8232 -1.0924 0.14
H -2.2562 -1.7136 0.4436 0.06
O -0.3334 2.3259 1.7685 -0.05
H 1.1699 2.3192 -0.9731 0.14
H -0.5308 2.0935 -1.7040 0.06
H -0.4245 0.3236 3.3483 0.11
C -1.7224 0.3252 -0.3256 -0.28
H -2.5847 0.6475 0.2559 0.15
H 2.7357 -0.0942 -0.7616 0.05
H -1.9482 1.3961 -2.0318 0.09
N -0.1984 1.1401 1.4721 -0.22
H 2.5628 -1.0121 0.6240 0.02
C -0.2473 0.1613 2.3348 0.01
C 0.7099 -0.3885 -0.2911 -0.40
H 1.2432 -1.5476 1.9659 0.13

31
Properties=species:S:1:pos:R:3:lowdin_charge:R:1 method="wB97M-V/def2-TZVPD" smiles="C=C1CCCN1C(=O)OC.CC(C)=S" e_lumo_ev=0.37 charge=0 e_homo_ev=-8.3 e_above_lowest_kj_mol=32.97 gap_ha=0.318
H -0.2197 -2.4271 0.8074 0.03
C -2.5923 1.1591 -0.2755 -0.17
H 3.5371 1.0533 0.9951 0.01
C -1.4772 0.9430 -1.2753 -0.18
S 1.1586 1.8247 0.9603 0.80
C -1.1041 -1.9335 0.9417 0.08
H 1.1700 -0.8078 3.3234 0.08
O 1.1626 -1.4572 -1.3060 0.12
H -1.9996 0.6377 -2.1646 0.12
H -0.8228 1.8295 -1.3833 0.12
H -3.5874 -0.6998 -0.4285 0.13
O 0.2657 0.0042 -2.7973 -0.08
H -3.4248 1.6623 -0.6666 0.09
C 0.9455 0.2420 3.0223 -0.18
C 1.0975 -0.4373 -3.8541 -0.09
N -0.7044 -0.1804 -0.7483 0.01
H -2.1352 1.9598 0.4596 0.14
H -0.2027 0.2016 2.9041 0.09
C 0.3110 -0.6582 -1.5753 -0.49
C -1.4555 -0.8636 0.2372 -0.28
H 3.6300 -0.5750 1.7747 0.12
H 3.8522 0.9502 2.7537 0.06
H 0.5216 -0.1625 -4.8450 0.12
H 1.2643 0.7905 3.9428 0.09
C 1.8187 0.8169 1.9778 -0.87
C -2.8340 -0.2439 0.2619 -0.12
H 1.3898 -1.5494 -3.7993 0.11
H 2.0833 0.0774 -4.0826 0.09
H -1.6235 -2.2820 1.7625 0.04
C 3.3522 0.5460 1.8986 -0.11
H -3.3768 -0.4203 1.1788 0.11

31
Properties=species:S:1:pos:R:3:lowdin_charge:R:1 method="wB97M-V/def2-TZVPD" e_lumo_ev="0.47 / 0.47" charge=0 e_homo_ev="-6.7 / -6.7" e_above_lowest_kj_mol=700.87 gap_ha="0.263 / 0.263"
H 3.1233 1.8360 0.0448 0.10
H -1.0131 -1.9956 -1.6263 0.06
C -0.9898 2.1531 -2.2461 -0.10
O 0.7311 -2.5374 2.4791 0.22
C 0.9025 -1.8672 -0.4897 -0.11
H 1.9320 1.1299 -1.1935 0.11
H -2.4870 1.7706 1.7411 0.08
C -0.3720 -2.3930 2.7149 -0.48
H 1.3456 1.8886 0.3914 0.08
H 2.9655 -0.6232 0.1327 0.12
H -0.1583 2.9187 -2.0790 0.07
H 1.7866 -2.4063 -0.6496 0.10
H -2.6458 1.4072 -0.1114 0.11
H -0.0421 -0.0760 2.8113 0.09
H -1.3536 2.5060 0.5679 0.06
C 2.1077 -0.1109 0.5485 -0.16
C 2.1446 1.2710 -0.0582 -0.08
O -0.6874 0.6162 2.5003 -0.01
H -1.9682 2.6718 -2.2316 0.05
O -1.4905 -2.2730 2.8825 0.24
H 2.1483 -0.0903 1.5955 0.10
C -1.9529 1.6488 0.7911 -0.04
C -0.9659 0.5532 1.1232 -0.37
N 0.8193 -0.7330 0.1302 -0.15
C -0.7370 0.8466 -2.4470 -0.09
C -0.4213 -2.5810 -0.9311 -0.03
H -0.9360 -2.6799 -0.0445 0.03
H 0.1455 0.6504 -2.9039 0.01
C -0.2492 0.0001 0.1968 -0.12
H -1.3800 0.0286 -2.2163 0.03
H -0.3017 -3.5302 -1.4231 0.07

30
Properties=species:S:1:pos:R:3:lowdin_charge:R:1 method="wB97M-V/def2-TZVPD" smiles=CC[C@H](CO)NCc1sccc1C e_lumo_ev=0.79 charge=0 e_homo_ev=-8.5 e_above_lowest_kj_mol=12.50 gap_ha=0.342
N 0.6133 -1.6783 -0.4399 -0.05
H 1.4161 -3.1415 1.3036 0.12
C -0.3547 0.1678 -1.8354 -0.50
H 0.3459 0.8786 0.4307 0.09
C 0.7403 0.7758 2.5352 -0.09
C 0.5638 -1.2039 0.9339 -0.35
H -0.4700 -1.3460 1.2797 0.15
C 1.4745 -2.1407 1.7540 -0.23
S 1.0886 0.6988 -2.6463 1.02
O 1.1662 -2.1973 3.1246 -0.07
H -2.5376 0.6922 -0.0929 0.08
H 2.5106 -1.7991 1.7007 0.13
H -0.4139 -1.9242 -2.1980 0.12
H 1.0135 3.0184 -3.3646 0.06
H 1.5206 -1.4745 -0.8474 0.10
C -0.8221 2.3701 -2.3595 -0.15
C -2.6289 1.0336 -1.1234 -0.04
H 1.3253 0.1919 3.2394 0.06
C 0.9487 0.2740 1.1119 -0.21
H -0.3090 0.7008 2.8149 0.07
H -1.4090 3.2708 -2.3977 0.11
C 0.4282 2.2697 -2.8696 -0.41
H -1.3980 -1.3870 -0.8270 0.12
H -3.1381 1.9936 -1.1252 0.08
C -0.4417 -1.2448 -1.3364 -0.22
H 0.2562 -2.4975 3.2233 0.09
C -1.2823 1.1670 -1.7615 -0.35
H 1.9969 0.3978 0.8265 0.12
H 1.0401 1.8186 2.6116 0.07
H -3.2434 0.3151 -1.6652 0.08

29
Properties=species:S:1:pos:R:3:lowdin_charge:R:1 method="wB97M-V/def2-TZVPD" e_lumo_ev="0.34 / -0.04" charge=0 spin_multiplicity=4 e_homo_ev="-7.0 / -7.8" e_above_lowest_kj_mol=0.00 gap_ha="0.270 / 0.284"
C 0.0176 0.0075 1.9108 -0.26
C 1.0541 -0.7439 1.1158 -0.15
H 1.8086 0.1733 -2.0493 0.08
H -0.1534 -2.4788 -0.4856 0.11
H 2.1342 1.0680 -0.5203 0.11
H 1.6242 -2.4772 -0.7506 0.10
H -2.6571 1.9097 3.9488 0.09
H 2.8570 -0.5555 -0.7691 0.10
C -0.9803 0.6944 1.2389 -0.22
N 0.8107 -0.5919 -0.3570 -0.41
V -0.7167 0.6819 -0.8959 0.58
C 1.9735 0.0714 -0.9641 -0.10
H -2.2824 0.5344 -0.9374 -0.12
H -0.9569 0.7211 -3.7028 -0.02
C -1.9405 1.3794 1.9755 -0.14
C -0.8863 0.7096 4.0644 -0.11
H -0.8950 1.0485 -5.4517 0.02
H -0.7236 -0.6283 -4.8809 0.02
H 0.5142 -1.8374 -2.0295 0.09
H 2.0780 -0.3823 1.3261 0.13
C -0.5002 0.4155 -4.6552 -0.04
C -1.8950 1.3792 3.3796 -0.11
H 0.5880 0.5294 -4.6270 0.02
C 0.0782 0.0203 3.3246 -0.06
H -0.8554 0.7190 5.1530 0.10
H 1.0595 -1.8240 1.3508 0.13
H -2.7242 1.8961 1.4307 0.08
C 0.6844 -1.9316 -0.9466 -0.09
H 0.8848 -0.5076 3.8042 0.10

45
Properties=species:S:1:pos:R:3:lowdin_charge:R:1 method="wB97M-V/def2-TZVPD" e_lumo_ev=-8.11 charge=+2 e_homo_ev=-10.4 e_above_lowest_kj_mol=146.51 gap_ha=0.085
H -0.8101 8.0548 -0.0584 0.05
H -0.4205 -2.6679 6.9095 0.07
Br 1.7152 7.2444 2.7071 0.60
C 0.9707 -1.8529 5.3822 -0.69
Cl -4.3574 -0.5212 2.4088 0.53
Br 1.0001 9.9081 0.3603 0.55
Cl 7.3504 -1.5237 1.5797 0.52
H -0.2762 1.2788 -0.6738 0.10
H -5.0262 -1.4989 -6.2622 0.13
Cl 5.7603 -3.9208 2.5070 0.50
H 1.6052 7.0906 0.2233 0.03
O -3.2629 -0.4603 -6.2157 -0.15
H 2.0299 -1.8252 5.1267 0.05
Sr 3.6065 -0.0190 -4.6608 0.99
O 0.5047 1.2680 -2.5740 -0.32
H 0.3647 6.0149 0.9657 0.05
H -0.8019 0.0490 -1.6145 0.09
H -3.6605 -1.3142 0.3380 0.00
C 1.1716 -0.6275 -0.8319 -0.26
C 0.1281 0.5766 -1.4029 -0.30
H 6.1714 -3.1723 0.2849 0.01
O -2.7428 -3.5042 -5.8198 -0.18
Cl 8.0785 -4.1514 0.9629 0.57
H 1.2910 -2.2787 7.3718 0.05
H -4.7131 -3.3714 -5.2402 0.11
Cl -3.5412 -3.3432 1.7884 0.46
C 0.8271 7.0018 0.9815 -0.68
O 1.6226 -1.6462 -1.7388 -0.35
C 6.7457 -3.1533 1.2112 -1.60
Sr 0.9779 -5.0004 -4.3138 1.29
H -0.6144 8.3419 1.6682 0.04
C -3.7717 -2.8286 -5.1550 -0.30
H 0.5695 -1.1371 -0.0797 0.10
Sr -0.8140 3.3798 -6.5660 0.97
C -4.2192 -1.7704 1.1552 -1.51
C 0.6231 -2.6517 6.5953 -0.67
Br 1.2099 -4.5114 6.2984 0.61
C -4.1984 -1.3688 -5.5651 -0.24
H 0.3843 -2.3679 4.6213 0.04
Br 0.4977 0.1031 5.4133 0.54
H 2.0597 -0.1112 -0.4674 0.10
Cl -5.7926 -2.1950 0.5035 0.51
H -3.4118 -2.7991 -4.1265 0.12
C -0.0758 8.2360 0.7265 -0.65
H -4.7551 -0.9540 -4.7248 0.10

37
Properties=species:S:1:pos:R:3:lowdin_charge:R:1 method="wB97M-V/def2-TZVPD" smiles="C[C@H]1COC(=O)O1.BrCCBr.BrCCBr.BrCCBr" e_lumo_ev=0.33 charge=0 e_homo_ev=-10.0 e_above_lowest_kj_mol=91.30 gap_ha=0.381
H -5.3406 -10.5523 -4.2399 0.09
C -6.6442 -9.7445 -10.6625 -0.69
H -7.8620 -5.9944 -8.3117 -0.01
H -6.7179 -10.5451 -2.1896 0.16
H -3.7946 -5.4547 -7.7064 0.01
C -2.9871 -6.3632 -9.5568 -0.67
Br -1.1639 -6.7408 -8.8254 0.57
C -6.9215 -8.2853 -10.9949 -0.73
O -8.6591 -7.0766 -2.9803 0.10
C -7.3581 -7.5742 -6.9026 -0.61
H -2.8627 -6.1888 -10.6256 0.05
O -7.1325 -7.6636 -1.5863 0.15
Br -9.7986 -6.0501 -6.6211 0.63
H -7.3333 -7.8078 -5.8382 0.03
C -7.9424 -6.1714 -7.2391 -0.70
C -7.6858 -7.7886 -2.6674 -0.62
H -3.6990 -7.1702 -9.3831 -0.02
H -5.1797 -8.1565 -1.4925 0.14
Br -8.7288 -7.9542 -10.5243 0.72
Br -4.8540 -10.3980 -11.2372 0.56
H -7.3073 -10.4138 -11.2106 0.04
H -7.3564 -5.3972 -6.7438 0.05
Br -5.3203 -4.6794 -9.6020 0.61
H -7.8809 -8.4110 -7.3657 0.04
C -6.3370 -9.6185 -2.6190 -0.35
H -4.7440 -8.8619 -3.8765 0.09
C -3.5977 -5.2054 -8.7491 -0.69
Br -5.4404 -7.6759 -7.4133 0.68
H -6.2520 -7.6052 -10.4684 0.01
H -6.8137 -8.1942 -12.0758 0.06
H -4.3520 -10.2276 -2.8722 0.09
C -6.1497 -8.6498 -1.4299 -0.06
H -3.0680 -4.2563 -8.6664 0.05
O -7.2923 -8.9066 -3.3135 0.08
C -5.1458 -9.7947 -3.4809 -0.02
H -6.7052 -9.9094 -9.5868 0.03
H -6.3012 -9.1611 -0.4793 0.14